Density functional theory data (ωB97M-V/def2-TZVPD) for a molecular structure, C37H43Br2F5OSi2 at a distorted geometry.

The calculation puts the orbital gap at 9.54 eV. The total energy comes out at -210540.1192 eV. Its total charge is 0. As for the highest occupied orbital energy: -9.2 eV. The value obtained for the lowest unoccupied orbital energy is 0.39 eV. The strongest force on any atom comes out at 0.0633 hartree/bohr.

```
90
C37H43Br2F5OSi2 | the OMol25 dataset | ωB97M-V/def2-TZVPD
H -3.61292 3.65133 -1.04150
C -5.14927 0.88876 1.17845
C -3.24939 1.81645 0.03000
H -0.48098 0.96026 -2.65598
H -6.43735 -4.61013 -1.54234
H 0.72085 -4.57739 -3.77734
C 12.72151 3.11110 2.82822
F 8.63493 2.87352 2.41388
H -6.56864 -5.17285 2.84540
F 3.40213 6.52425 0.60488
C -7.47493 -5.75773 2.96237
H 4.01797 5.60551 -2.22533
C 5.31999 7.40553 1.65685
H -5.10713 -1.98402 1.05195
C -1.08125 0.04980 -2.16962
C 3.69729 2.63164 -3.85588
H -3.49423 -5.97038 -4.92278
H 2.40198 1.01782 -3.22774
C -5.26668 -4.61254 -1.63846
C -0.65650 -1.31930 -2.96192
H 9.84892 3.57756 4.59745
H 4.88507 4.39471 -4.21346
C -3.80314 0.82198 0.83621
H -2.69837 -6.16440 -2.65587
H 12.32767 3.70819 4.86417
H -3.19770 -0.00214 1.19913
C -4.04632 2.87353 -0.41639
C -5.67608 -2.78374 0.39777
C -5.95120 1.93391 0.73360
C -9.11539 -7.26095 2.00828
H -9.47558 -7.82550 1.15446
H -2.19985 1.76923 -0.24962
Si -0.48598 -4.23987 -2.98455
H 7.13396 8.03420 2.63724
H -5.64127 -4.61345 -3.91747
H -4.67262 -3.08620 -3.34139
C -5.39522 2.93436 -0.06328
C 2.71457 3.99786 -1.62511
H 6.79128 3.81860 1.83913
H -6.55356 -2.22624 -0.14704
C 5.12087 5.03223 1.22229
Br -1.15943 -2.74847 -0.28012
H 8.07665 5.73965 2.74904
C -8.16102 -5.77959 4.17639
H -3.77181 -4.06671 -0.00280
C 6.57096 7.19482 2.23672
C -9.79563 -7.29190 3.22561
H -1.48431 -1.57810 -3.74757
H -10.69537 -7.89288 3.33160
H 0.99622 -2.51497 -1.87000
H 13.80196 3.17446 2.93862
C -0.17687 -2.56229 -2.00981
H -4.08243 -2.64706 -1.27552
H -6.10623 -3.60698 1.14156
C 4.60571 6.32207 1.15727
C 10.78227 2.64177 1.46697
H 4.07632 2.10390 -4.72753
F -7.30447 -6.47058 0.72090
F 1.36935 2.12772 -1.12078
C 10.50797 3.33823 3.76931
F -5.68188 -0.06919 1.94870
Br 0.98105 -0.82209 -4.07304
C -4.76956 -4.26502 -3.18998
H -0.67657 -5.28261 -1.96885
H -9.85194 -6.56909 5.25575
H -4.83931 -5.68503 -1.36487
H 2.31770 4.51704 -0.75904
H -2.22285 0.25267 -2.40971
C 6.37651 4.82261 1.79192
H -0.82133 0.07204 -1.02925
C 2.27444 2.71169 -1.91728
C 7.09895 5.90295 2.30071
C -4.61046 -3.50000 -0.62890
C 11.89345 3.41376 3.91195
H -6.99997 1.96081 1.01016
O -1.82228 -4.14059 -4.12441
C 9.96550 2.95069 2.54899
Si -3.14852 -5.21115 -3.69366
H 12.81368 2.49689 0.76267
H 10.33488 2.33701 0.52671
C 2.75872 2.02202 -3.02339
H -7.79392 -5.19832 5.01881
H 4.89755 8.40284 1.59085
C -9.31857 -6.54818 4.30777
C 12.16729 2.72798 1.60593
H -6.01251 3.76024 -0.40851
C 4.14968 3.92134 -3.56639
C -7.96022 -6.49612 1.88878
H 4.54187 4.20275 0.83004
C 3.66133 4.60341 -2.45094
```


Density functional theory data (ωB97M-V/def2-TZVPD) for a molecular structure, C37H43CdCl2N2O10S2Te at a distorted geometry.

The calculation puts the orbital gap (spin up / spin down) at 2.33 / 5.30 eV. Its multiplicity is 2. The total energy comes out at -121089.0095 eV. Its total charge is -2. As for the highest occupied orbital energy (spin up / spin down): 0.9 / -2.1 eV. The expectation value of S² is 0.7574. The value obtained for the lowest unoccupied orbital energy (spin up / spin down) is 3.19 / 3.19 eV. The strongest force on any atom comes out at 0.1238 hartree/bohr.

```
98
C37H43CdCl2N2O10S2Te | the OMol25 dataset | ωB97M-V/def2-TZVPD
Cl -6.10482 3.01274 0.36811
C 1.70468 2.61435 5.69964
H -2.58872 -7.26902 -6.96824
H 0.48845 3.27797 0.93530
H 1.62085 3.34144 2.22360
H 4.67462 2.71437 -0.68979
H -3.73121 -4.48340 -2.59381
Te 1.31945 0.35270 3.17084
C -1.76811 -6.51260 -7.09280
C -3.42012 -3.93485 -1.70807
H -5.50122 -1.61356 -1.51226
H -3.65854 2.81642 0.80802
C -1.48715 1.39918 4.23688
O -0.79221 1.80082 -3.77604
H 0.83958 0.86876 -0.85549
C 1.51949 1.63814 -1.29713
H 7.47955 2.70796 5.25411
H -3.37802 1.85324 5.19519
C 5.41480 0.81391 4.74144
C -2.91297 -4.64917 -5.70763
C 2.71787 1.79507 -0.57555
H 3.67319 -0.67459 2.25317
C 1.14750 2.28437 -2.46292
C -2.67094 3.49165 3.83755
H 0.59077 4.76103 1.88674
H -1.46523 -3.75043 -0.71758
H -1.67259 4.90511 2.61032
N -2.75645 -3.29439 -5.62536
H 2.00337 3.31607 6.54607
H -0.47106 -7.71350 -8.43978
O -0.45581 -2.13202 -5.44383
O -2.67971 0.35824 -4.11201
O 3.69051 1.85982 1.50422
C 4.33396 0.41540 3.94561
C -4.44208 -1.62922 -1.19469
C 5.43065 2.00395 5.46084
H 4.18815 3.49108 6.31356
O -0.91443 -0.30529 -2.47071
C -1.59914 3.88015 3.04246
C 0.36896 -5.92061 -8.00428
H 1.25905 -6.22329 -8.55049
C 0.06068 -4.66208 -2.49417
C 3.70069 2.62195 -1.13666
H 0.72233 -4.14928 -3.21761
H 0.29743 -4.52998 -1.45073
H 4.05481 -1.72119 3.63095
H -4.42619 4.29018 2.91133
C -1.94571 -4.32096 -1.50310
O -3.72537 -2.56487 -2.02855
C 6.76495 2.46913 6.05938
O -1.85694 -1.95234 -7.58312
H -4.18353 3.07389 -0.91266
H -3.60222 5.34408 4.14954
C 4.40243 -0.82195 3.06680
C 3.01380 2.07174 5.14973
H -4.22416 -1.96907 -0.20729
H -1.17345 -0.74180 4.29193
H -3.93906 -4.22598 -0.84483
O -3.69933 -5.31923 -5.02052
H 1.12283 -4.11140 -7.49760
C -4.38339 3.38393 0.11895
Cl -3.98940 5.19350 0.18349
H -1.94348 -5.43964 -1.26362
H 6.76169 3.33406 6.67501
C -1.45066 0.08743 4.95543
O -1.26319 -4.17921 -2.75672
C -1.92089 -5.19009 -6.66571
H 7.18973 1.63645 6.64633
C 4.18990 2.60405 5.71234
H -4.63786 3.95349 4.53666
H -2.35842 -0.21901 5.46727
C 2.69888 1.43583 0.87381
C -3.91881 4.33997 3.86330
O -2.52064 1.44547 -1.94830
C 3.39465 3.25807 -2.27424
N 1.66041 0.71073 1.30128
H -0.01823 -5.76441 -2.59819
H 1.03000 1.83284 6.01318
S -1.76647 0.81629 -3.05422
H 5.39106 -0.91397 2.61307
C 0.60388 3.64714 1.98943
H 1.94386 3.77389 -3.70015
C 2.14303 3.15340 -2.89770
H 0.10721 2.07372 -3.14171
S -1.43009 -2.68247 -6.45710
H 6.33045 0.22924 4.69770
C -0.95023 -4.26041 -6.93273
H 4.11939 3.92309 -2.70479
H -4.01231 -0.60501 -1.26928
C -2.57157 2.19366 4.51141
C 0.26104 -4.67893 -7.55519
Cd -2.20768 -1.93512 -3.78521
C -0.65828 -6.82110 -7.86558
C -0.46376 3.06829 2.79875
H 1.21515 3.20848 4.92016
C 3.14225 1.04907 4.18851
C -0.41863 1.81069 3.46437
H -0.65748 0.07777 5.74193
```